Record 1
A cluster of 4 separate species, C29H52BrNO11 in total at a distorted geometry. Source: the Open Molecules 2025 dataset; level of theory: wB97M-V/def2-TZVPD.

net charge = 0
E_HOMO = -0.33190 Ha
molar mass = 670.64 g mol⁻¹
lowest unoccupied orbital energy = -0.66 eV
frontier orbital gap = 8.37 eV
multiplicity = 1

Last column: Löwdin charge in e.
Positions of all 94 atoms, in Å:
1 C -0.660 7.030 -1.596  -0.136
2 C -1.487 5.749 -1.249  -0.703
3 Br -0.419 4.081 -1.207  0.634
4 C -2.695 5.490 -2.264  -0.191
5 C -3.909 5.022 -1.386  -0.153
6 C -3.971 3.620 -1.018  -0.018
7 C -5.084 3.151 -0.177  -0.022
8 C -6.101 4.101 0.285  0.004
9 C -5.974 5.475 -0.129  -0.056
10 C -4.885 6.004 -0.954  -0.016
11 C -4.992 7.527 -1.195  -0.359
12 O -4.261 8.300 -1.738  0.123
13 N -6.243 7.852 -0.528  0.139
14 C -6.864 6.719 0.136  -0.382
15 O -7.892 6.757 0.747  0.124
16 H -1.388 7.880 -1.712  0.081
17 H -0.045 7.274 -0.685  0.081
18 H 0.015 6.922 -2.477  0.080
19 H -1.953 5.880 -0.241  0.096
20 H -3.000 6.417 -2.809  0.108
21 H -2.462 4.696 -3.010  0.098
22 H -3.221 2.855 -1.325  0.091
23 H -5.118 2.075 0.108  0.101
24 H -6.949 3.812 0.937  0.116
25 H -6.049 8.505 0.241  0.156
26 C -1.765 -1.724 -3.206  -0.104
27 O -1.819 -2.224 -1.881  -0.203
28 C -1.456 -1.264 -0.898  -0.187
29 C -2.412 -1.294 0.286  -0.171
30 O -3.734 -0.835 0.011  -0.131
31 C -4.557 -1.649 -0.823  -0.175
32 C -4.944 -2.997 -0.230  -0.192
33 O -3.833 -3.882 -0.201  -0.203
34 C -3.764 -4.670 0.971  -0.110
35 H -0.737 -1.742 -3.578  0.080
36 H -2.380 -2.374 -3.832  0.091
37 H -2.174 -0.710 -3.271  0.089
38 H -1.430 -0.251 -1.315  0.123
39 H -0.449 -1.520 -0.550  0.106
40 H -2.018 -0.606 1.040  0.129
41 H -2.432 -2.275 0.760  0.111
42 H -4.119 -1.758 -1.813  0.111
43 H -5.479 -1.077 -0.961  0.126
44 H -5.718 -3.457 -0.855  0.127
45 H -5.355 -2.842 0.775  0.124
46 H -3.997 -4.084 1.865  0.086
47 H -2.742 -5.039 1.068  0.086
48 H -4.444 -5.524 0.893  0.088
49 C 5.799 0.157 -4.101  -0.111
50 O 5.271 -0.994 -3.469  -0.202
51 C 6.042 -1.437 -2.360  -0.190
52 C 5.159 -1.801 -1.175  -0.178
53 O 4.496 -0.704 -0.551  -0.135
54 C 3.454 -0.068 -1.295  -0.160
55 C 2.223 -0.932 -1.552  -0.195
56 O 2.506 -1.944 -2.507  -0.194
57 C 1.911 -3.192 -2.203  -0.091
58 H 6.607 -0.122 -4.783  0.087
59 H 4.995 0.620 -4.674  0.089
60 H 6.157 0.891 -3.371  0.087
61 H 6.769 -0.679 -2.049  0.123
62 H 6.591 -2.331 -2.680  0.127
63 H 5.809 -2.222 -0.402  0.129
64 H 4.450 -2.589 -1.431  0.112
65 H 3.842 0.359 -2.218  0.111
66 H 3.137 0.780 -0.680  0.129
67 H 1.418 -0.309 -1.960  0.123
68 H 1.883 -1.363 -0.604  0.092
69 H 1.995 -3.429 -1.137  0.081
70 H 2.443 -3.963 -2.761  0.093
71 H 0.859 -3.195 -2.506  0.077
72 C 5.805 -3.373 5.011  -0.112
73 O 4.399 -3.480 4.898  -0.202
74 C 3.690 -2.662 5.819  -0.193
75 C 2.528 -1.943 5.148  -0.179
76 O 2.896 -0.938 4.209  -0.119
77 C 3.490 -1.362 2.983  -0.164
78 C 2.576 -2.155 2.061  -0.190
79 O 2.337 -3.459 2.576  -0.197
80 C 1.006 -3.902 2.405  -0.111
81 H 6.168 -3.997 5.833  0.086
82 H 6.242 -3.727 4.076  0.088
83 H 6.120 -2.334 5.156  0.087
84 H 4.349 -1.923 6.288  0.122
85 H 3.295 -3.319 6.603  0.125
86 H 1.976 -1.415 5.933  0.127
87 H 1.821 -2.647 4.709  0.111
88 H 4.426 -1.888 3.166  0.114
89 H 3.759 -0.440 2.460  0.128
90 H 3.057 -2.268 1.083  0.106
91 H 1.637 -1.601 1.925  0.123
92 H 0.285 -3.106 2.622  0.083
93 H 0.829 -4.716 3.109  0.089
94 H 0.859 -4.274 1.385  0.082

Record 2
A structure of composition C29H52IrN8Si. Source: the Open Molecules 2025 dataset; level of theory: wB97M-V/def2-TZVPD.

net charge = +1
E_HOMO (spin up / spin down) = -0.34869 / -0.37768 Ha
molar mass = 733.09 g mol⁻¹
<S²> = 6.01
lowest unoccupied orbital energy (spin up / spin down) = -1.54 / -3.06 eV
frontier orbital gap (spin up / spin down) = 7.95 / 7.21 eV
multiplicity = 5

Last column: Löwdin charge in e.
Positions of all 91 atoms, in Å:
1 Ir 0.413 0.729 -0.132  1.246
2 C 2.125 -2.212 -0.140  -0.052
3 N 2.212 -1.834 1.262  -0.135
4 C 3.555 -1.492 1.730  -0.030
5 C 1.118 -1.418 1.925  -0.389
6 N 0.085 -1.010 1.214  0.005
7 C -1.244 -1.028 1.690  -0.237
8 C -1.728 -1.868 2.693  -0.034
9 C -3.035 -1.768 3.139  -0.072
10 C -3.888 -0.818 2.590  -0.076
11 C -3.446 -0.036 1.537  -0.050
12 C -2.156 -0.181 1.040  -0.266
13 N -1.694 0.524 -0.108  -0.026
14 C -2.471 0.700 -1.169  -0.368
15 N -3.571 -0.036 -1.464  -0.130
16 C -3.747 -1.434 -1.107  -0.028
17 C -4.714 0.525 -2.172  -0.035
18 N -2.194 1.726 -2.031  -0.150
19 C -2.134 1.449 -3.467  -0.031
20 C -1.325 2.811 -1.613  -0.071
21 N 1.208 -1.392 3.283  -0.143
22 C 1.940 -2.403 4.027  -0.042
23 C 0.552 -0.381 4.085  -0.028
24 H 2.978 -2.851 -0.367  0.099
25 H 2.163 -1.342 -0.804  0.057
26 H 1.202 -2.760 -0.329  0.066
27 H 4.075 -0.963 0.930  0.091
28 H 4.127 -2.383 1.992  0.096
29 H 3.496 -0.834 2.594  0.091
30 H -1.065 -2.599 3.137  0.116
31 H -3.380 -2.421 3.929  0.108
32 H -4.896 -0.701 2.963  0.108
33 H -4.110 0.679 1.070  0.123
34 H -2.845 -1.841 -0.672  0.069
35 H -3.981 -1.995 -2.014  0.095
36 H -4.565 -1.552 -0.393  0.098
37 H -4.583 1.591 -2.322  0.095
38 H -5.614 0.355 -1.578  0.098
39 H -4.849 0.038 -3.140  0.095
40 H -2.642 0.520 -3.697  0.081
41 H -1.088 1.360 -3.778  0.092
42 H -2.600 2.258 -4.030  0.099
43 H -1.642 3.224 -0.658  0.097
44 H -1.352 3.588 -2.375  0.100
45 H -0.284 2.458 -1.502  0.016
46 H 2.234 -3.216 3.368  0.096
47 H 1.289 -2.805 4.807  0.097
48 H 2.832 -1.990 4.503  0.094
49 H 0.200 0.421 3.444  0.053
50 H 1.280 0.030 4.787  0.106
51 H -0.294 -0.781 4.650  0.096
52 C -0.849 2.600 3.262  -0.024
53 C 0.548 2.804 2.755  -0.335
54 C 1.478 3.584 3.423  -0.032
55 C 2.730 3.777 2.846  -0.049
56 C 3.046 3.206 1.629  -0.012
57 C 2.066 2.431 1.009  -0.440
58 N 0.863 2.240 1.585  0.051
59 N 2.135 1.743 -0.193  -0.252
60 Si 2.932 2.323 -1.646  0.379
61 C 2.415 4.091 -1.964  -0.159
62 C 2.379 1.176 -3.016  -0.176
63 C 4.782 2.255 -1.497  -0.174
64 H -1.450 3.486 3.049  0.094
65 H -0.865 2.450 4.342  0.090
66 H -1.322 1.749 2.774  0.057
67 H 1.223 4.039 4.370  0.115
68 H 3.468 4.379 3.360  0.114
69 H 4.016 3.339 1.174  0.099
70 H 1.436 4.304 -1.531  0.021
71 H 2.361 4.299 -3.034  0.034
72 H 3.122 4.798 -1.530  0.034
73 H 1.577 0.513 -2.678  -0.024
74 H 3.201 0.547 -3.361  0.034
75 H 2.010 1.733 -3.878  0.031
76 H 5.176 2.969 -0.773  0.022
77 H 5.221 2.507 -2.466  0.041
78 H 5.131 1.258 -1.225  0.031
79 C -1.889 -3.781 -3.825  -0.081
80 C -0.524 -3.574 -3.148  -0.494
81 C -0.050 -4.875 -2.501  -0.083
82 C -0.595 -2.471 -2.149  0.024
83 H -1.831 -4.567 -4.579  0.079
84 H -2.234 -2.869 -4.313  0.070
85 H -2.638 -4.081 -3.089  0.075
86 H 0.188 -3.287 -3.928  0.130
87 H -0.707 -5.150 -1.671  0.083
88 H 0.963 -4.783 -2.109  0.069
89 H -0.061 -5.696 -3.217  0.080
90 H -1.002 -2.663 -1.166  0.045
91 H -0.392 -1.440 -2.416  0.038